Molecular formula: C25H16Br2F3N4O3RuS3
Method: DFT, the ωB97M-V functional and the def2-TZVPD basis

Structure (XYZ):
```
57
Properties=species:S:1:pos:R:3:nbo_charge:R:1
Ru 0.53623 0.54184 -0.03110 1.04
Br 6.43174 3.17948 -2.77359 0.12
Br 2.57859 5.01001 0.91818 0.14
S -0.37754 2.08670 3.20368 0.38
S -3.21631 1.52791 2.60660 0.38
S 1.73065 -0.00262 1.96612 0.12
F 1.23857 -2.10820 4.47953 -0.31
F 3.15175 -2.41315 3.52392 -0.31
F 1.92516 -4.11586 4.05794 -0.31
O -4.84489 -0.39387 -0.21116 -0.66
O -0.76923 0.01362 -1.33726 -0.61
O 1.29730 2.24620 0.26399 -0.52
N -2.32671 0.34304 0.30273 -0.42
N 2.17496 0.38799 -1.30944 -0.41
N 0.55974 -1.49279 0.37531 -0.43
N -1.23125 0.83230 1.00377 -0.36
C -1.55237 1.40033 2.12914 -0.04
C -0.03563 -2.54960 -0.19376 0.08
C 1.22568 -2.80275 2.23841 -0.20
C -2.02627 -0.03024 -0.89766 0.55
C 2.53188 -0.59171 -2.11252 0.11
C -4.89051 -1.59303 -3.60739 -0.15
C 4.12197 1.66434 -1.99276 -0.04
C -3.03254 -0.56320 -1.81140 -0.19
C 4.48312 0.59493 -2.83739 -0.09
C 1.17127 -1.58723 1.56316 0.10
C -2.84721 2.18194 4.25673 -0.54
C 2.45501 2.50866 -0.38334 0.23
C 0.63663 -3.90418 1.65126 -0.08
C -1.60667 3.04042 4.14001 -0.53
C 1.89224 -2.86726 3.58728 0.98
C -2.64793 -0.93517 -3.10888 -0.16
C 4.37192 3.84416 -0.96890 -0.22
C -0.00009 -3.78205 0.41947 -0.27
C -4.37846 -0.71583 -1.42503 0.36
C -3.55960 -1.44589 -4.00228 -0.26
C -5.29534 -1.23443 -2.34119 -0.26
C 3.17613 3.65975 -0.23616 -0.09
C 3.68759 -0.51926 -2.90157 -0.26
C 4.83242 2.88306 -1.82038 -0.08
C 2.94201 1.51188 -1.25020 0.12
H -0.47352 -4.63073 -0.05073 0.25
H -1.81036 3.97481 3.61904 0.23
H -4.11057 -0.05312 0.33510 0.51
H -3.71173 2.76313 4.57428 0.25
H -1.61660 -0.79765 -3.40387 0.22
H -1.16940 3.25597 5.11374 0.25
H -5.61750 -1.99109 -4.30316 0.23
H -3.25052 -1.72243 -5.00034 0.22
H 4.91996 4.76700 -0.84231 0.26
H 5.38560 0.66382 -3.42926 0.25
H 3.93786 -1.34828 -3.54690 0.25
H -2.69861 1.35217 4.94618 0.24
H -6.32365 -1.34241 -2.02463 0.24
H 1.88825 -1.46123 -2.13898 0.22
H -0.52920 -2.38160 -1.14131 0.24
H 0.66594 -4.85862 2.15929 0.25
```

Properties
Total charge   +1

***

Molecular formula: C2H5NOS
Method: DFT, the ωB97M-V functional and the def2-TZVPD basis

Structure (XYZ):
```
10
Properties=species:S:1:pos:R:3:nbo_charge:R:1
S 0.03039 2.05741 0.43772 0.40
O 2.09005 3.06950 1.73665 -0.52
N -0.33080 0.37036 0.53096 -0.80
C -0.45954 -0.47893 -0.75586 -0.39
C 1.48179 2.09907 1.42865 0.22
H 0.42564 -0.53009 -1.19480 0.19
H -0.93076 -1.48529 -0.56350 0.21
H 1.62033 1.10925 2.02272 0.13
H -1.03087 0.02476 -1.55334 0.19
H -0.98721 0.16357 1.26551 0.38
```

Properties
Total charge   0

***

Molecular formula: C45H35AlBr2N5O3S
Method: DFT, the ωB97M-V functional and the def2-TZVPD basis

Structure (XYZ):
```
92
Properties=species:S:1:pos:R:3:mulliken_charge:R:1
Br 3.20197 -4.11692 -3.23999 -0.02
Br 6.17565 2.01386 0.82049 0.02
S -3.14863 0.11200 -0.61975 0.03
Al -0.16778 0.04228 0.61275 -1.69
O -1.30512 3.88824 -0.30783 -0.54
O -1.81480 -0.42237 -0.01320 0.27
O -1.31475 -1.54309 4.12585 -0.50
N 1.76097 0.60195 0.93100 1.40
N -0.16407 -1.14840 2.25372 1.11
N 0.75788 -1.26449 -0.52900 0.78
N -1.00730 1.23833 2.00119 0.60
N -0.31193 1.88935 -0.36956 1.19
C 2.20180 1.54073 1.77244 -0.61
C 0.24867 -2.52335 2.66966 0.40
C 3.53624 3.80663 -1.61424 -1.10
C -5.25801 -1.25054 -1.64319 -0.78
C -2.80790 0.52682 -2.32243 0.60
C -0.98447 2.76951 0.28651 0.27
C -2.01346 -0.29545 -3.10762 -0.29
C 3.49926 2.00044 1.78020 -0.87
C 0.20380 -2.37959 -1.02849 -0.50
C -1.40288 0.68151 3.14000 -0.22
C 0.89888 -3.27336 -1.80832 -0.82
C 4.32801 -2.39226 4.06849 -0.81
C 4.12832 3.07956 -2.63971 -0.64
C -4.12802 -1.36817 -0.84358 1.02
C 2.06876 1.89076 -2.98548 0.02
C 3.29136 -2.36256 4.98765 -0.91
C 3.39957 2.11200 -3.31533 -0.91
C 3.94788 0.47775 -0.01332 -0.73
C -6.08136 -2.35452 -1.78913 -0.75
C -0.79610 3.80135 -1.67161 -0.73
C 1.97055 -2.38628 4.55807 -0.58
C -2.34344 1.22120 -4.94550 -0.61
C -0.93862 -0.71426 3.19436 0.37
C -3.15418 2.02376 -4.15474 -0.67
C 2.62890 0.07469 0.05105 1.49
C 2.06703 -1.03003 -0.75389 0.04
C -2.21551 3.21573 2.49876 -0.46
C 2.22693 -2.98412 -2.12348 -0.82
C 2.72212 -2.51404 2.28626 0.14
C -3.38518 1.68369 -2.82846 -0.55
C -2.18728 1.36602 4.05338 -0.32
C 4.39489 1.45861 0.86453 -1.00
C 2.21177 3.57511 -1.27638 -0.30
C 4.03895 -2.46331 2.71271 -0.73
C 1.46482 2.62741 -1.97282 -0.04
C -1.77184 0.06456 -4.42276 -0.88
C 1.67401 -2.47100 3.20153 0.14
C -0.83141 -2.85676 3.70989 -1.05
C -5.77659 -3.54298 -1.13558 -0.56
C -0.01789 2.45834 -1.71041 1.74
C -1.42179 2.45457 1.65749 0.03
C 2.81750 -1.85002 -1.57480 -0.66
C -4.65354 -3.63277 -0.32610 -0.83
C -2.57572 2.66276 3.72579 -1.00
C -3.82093 -2.53458 -0.16440 0.09
H -2.16760 1.48783 -5.97918 0.48
H -6.96186 -2.28643 -2.41282 0.44
H -0.46560 -3.39283 4.57670 0.45
H 5.35484 -2.37551 4.40754 0.44
H 5.15438 3.27787 -2.92042 0.48
H 0.21381 -3.20155 1.81838 0.61
H 4.84452 -2.50684 1.99030 0.51
H -2.94856 -2.58181 0.47569 0.22
H 3.86074 1.55299 -4.11956 0.50
H 1.75400 4.15880 -0.48279 0.48
H 1.48868 1.16559 -3.54833 0.52
H -4.43061 -4.55891 0.18612 0.47
H -3.61152 2.91008 -4.57396 0.54
H -3.17704 3.23392 4.42071 0.54
H -6.42521 -4.40050 -1.25241 0.42
H 1.19400 -2.33483 5.31032 0.40
H -1.15899 -0.56916 -5.05034 0.56
H -5.49990 -0.32532 -2.15124 0.41
H -1.64924 3.82952 -2.34439 0.27
H 3.81344 2.76254 2.47898 0.56
H 2.50729 -2.63091 1.22976 0.39
H -4.01832 2.30432 -2.20352 0.55
H 1.48310 1.92286 2.48719 0.57
H -1.60614 -1.21109 -2.70529 0.47
H -0.41740 1.78611 -2.47000 -1.24
H 4.63872 0.04398 -0.72113 0.68
H 4.10173 4.57545 -1.10328 0.49
H -2.48897 0.90086 4.98201 0.69
H -0.16424 4.66459 -1.85726 0.43
H 3.50436 -2.33599 6.04787 0.45
H 3.85960 -1.63942 -1.76531 0.72
H -0.83929 -2.54034 -0.78476 0.64
H -2.55568 4.19931 2.20419 0.70
H -1.68227 -3.39398 3.29164 0.31
H 0.42922 -4.17552 -2.17404 0.57
```

Properties
Total charge   +3

***

Molecular formula: C3H10NO2S
Method: DFT, the ωB97M-V functional and the def2-TZVPD basis

Structure (XYZ):
```
17
Properties=species:S:1:pos:R:3:nbo_charge:R:1
S -2.40629 1.41193 -0.76691 -0.13
O 1.85616 -1.60035 1.48962 -0.92
O 0.49504 -2.64823 -0.31853 -1.08
N 1.23361 0.16198 0.00040 -0.70
C 1.94071 -0.27080 1.21610 0.13
C -0.08089 0.74652 0.25020 -0.24
C -0.55231 1.45798 -1.03208 -0.48
H 0.02267 1.46102 1.10587 0.18
H -0.28037 0.95186 -1.99489 0.22
H -0.20847 2.49033 -1.31314 0.21
H 1.01261 -0.74452 -0.49907 0.39
H 1.07731 -2.20177 0.46755 0.49
H -2.52752 0.32257 -1.53154 0.13
H -0.88219 0.04587 0.59886 0.19
H 0.29358 -3.50905 -0.09536 0.44
H 1.59227 0.31316 2.09110 0.08
H 3.00437 0.00173 1.09492 0.09
```

Properties
Total charge   -1

***

Molecular formula: C21H25N6O8P2PtS2
Method: DFT, the ωB97M-V functional and the def2-TZVPD basis

Structure (XYZ):
```
65
Properties=species:S:1:pos:R:3:nbo_charge:R:1
Pt -0.80414 0.11266 0.04731 1.27
S 0.01433 -0.56988 2.14807 0.52
S 1.39503 0.22977 -0.60396 -0.12
P -3.79092 1.28754 0.11987 2.57
P -2.13411 1.60790 -2.30616 2.56
O -1.63072 0.22565 -1.80003 -1.06
O -1.14731 2.62601 -2.66442 -1.11
O -4.85881 0.35684 -0.59882 -0.99
O -2.77127 0.22987 0.65992 -1.14
O -3.04714 2.10259 -1.05714 -1.11
O 0.36693 6.92719 1.17874 -0.56
O -3.17164 1.25210 -3.43788 -0.98
O -4.32972 2.23543 1.09471 -1.10
N 0.50147 -2.34049 -0.73547 -0.08
N -1.62523 6.81883 2.25336 -0.80
N 2.69565 -2.12897 -1.03817 -0.09
N 3.77704 -1.44131 -1.13374 -0.32
N -0.63649 -1.88864 -0.46489 -0.21
N -0.70929 2.12933 0.57255 -0.48
C 6.37188 -3.94487 -1.92851 -0.18
C 6.13017 -1.21152 -1.51974 -0.26
C -3.71231 -4.76815 -0.60214 -0.18
C 1.57085 -1.51452 -0.78248 0.04
C 7.48991 -3.12684 -2.02250 -0.20
C -0.59617 6.29433 1.54824 0.64
C 0.05127 2.99674 -0.12264 0.06
C 7.36693 -1.76041 -1.81744 -0.18
C -3.02198 -2.46113 -0.55723 -0.23
C -1.44863 2.58333 1.59673 0.05
C 5.12676 -3.41366 -1.63307 -0.25
C -1.46450 -0.93189 3.10000 -0.75
C 0.76619 0.77490 3.06397 -0.76
C -1.70162 -2.87208 -0.50982 0.15
C -2.38038 -5.16482 -0.56625 -0.20
C -1.46034 3.91249 1.95525 -0.23
C 5.02378 -2.04483 -1.43249 0.19
C -0.67486 4.81206 1.24942 -0.05
C 0.10208 4.33256 0.20667 -0.15
C -4.02548 -3.41985 -0.60139 -0.19
C -1.36630 -4.22585 -0.52396 -0.23
H -2.09010 4.20773 2.78236 0.25
H -5.05585 -3.09444 -0.64716 0.23
H 1.22286 0.32138 3.94212 0.26
H 0.04570 1.53361 3.35977 0.24
H 8.45476 -3.55434 -2.25739 0.23
H -5.67793 0.81538 -0.82848 0.52
H 4.25378 -4.04538 -1.56336 0.24
H -2.09309 -0.05332 3.22399 0.25
H -2.12489 -6.21580 -0.57208 0.23
H 1.54210 1.19934 2.43008 0.26
H 6.02888 -0.14402 -1.36180 0.22
H 8.23259 -1.11657 -1.88985 0.23
H -4.49758 -5.51082 -0.63976 0.23
H 3.76965 -0.43217 -1.00886 0.39
H -2.08535 1.86736 2.09359 0.25
H -2.01401 -1.69458 2.55011 0.27
H 0.72236 5.01153 -0.36025 0.26
H 0.58629 2.61175 -0.97368 0.25
H -0.33600 -4.54409 -0.49877 0.24
H -3.27865 -1.41943 -0.59243 0.25
H -1.12976 -1.32723 4.05731 0.25
H -3.05823 1.81342 -4.21681 0.53
H -1.61723 7.81701 2.39026 0.42
H -2.50783 6.34560 2.33508 0.40
H 6.46665 -5.01031 -2.08848 0.23
```

Properties
Total charge   +1

***

Molecular formula: C6H16
Method: DFT, the ωB97M-V functional and the def2-TZVPD basis

Structure (XYZ):
```
22
Properties=species:S:1:pos:R:3:nbo_charge:R:1
C -0.55230 1.18727 0.95202 -0.21
C -1.26300 -0.06800 0.24118 -0.62
C 1.07381 -1.58561 -2.04632 -0.61
C 2.15968 -2.44706 -1.39537 -0.60
C -1.11407 2.49316 0.41533 -0.61
C -0.64444 1.13157 2.43336 -0.60
H -2.28462 0.03737 -0.07799 0.20
H 0.75953 -2.05995 -2.97009 0.20
H 2.22348 -2.10636 -0.43581 0.20
H 0.50190 0.81080 0.63067 0.19
H -1.43750 3.16297 1.18225 0.21
H -0.09855 3.06972 -0.06730 0.20
H 1.32996 -0.58323 -2.28560 0.20
H 0.17346 -1.60694 -1.44883 0.21
H 3.08522 -2.46555 -1.85720 0.20
H -1.90497 2.33611 -0.27460 0.21
H 0.07296 1.78691 2.78911 0.21
H -1.75098 1.27439 2.69471 0.20
H -1.09358 -1.10789 0.79495 0.21
H -0.40422 0.15750 2.69352 0.20
H -0.62027 -0.01018 -0.79296 0.21
H 1.78851 -3.40698 -1.17504 0.20
```

Properties
Total charge   0

***

What did we get for frontier orbital gap? Answer: 5.8 10.1 7.4 6.4 6.4 11.5 eV, in the order shown.
What did we get for E_HOMO? Answer: -10.7951 -9.3833 -16.0986 -3.2877 -10.5798 -10.4786 eV, in the order shown.
What did we get for largest force on an atom? Answer: 0.43 5.00 0.97 3.06 0.54 5.14 eV/A, in the order shown.